No. 1
Density functional theory data (the ωB97M-V functional and the def2-TZVPD basis) for a molecular structure, C27H20ClN9O9Pb at a distorted geometry.

Atoms and positions in Å:
1 Pb -0.75 1.22 -2.27
2 C -0.67 4.11 2.43
3 N -1.23 3.32 1.34
4 C -0.60 2.87 0.22
5 N -1.45 2.20 -0.52
6 C -2.61 2.26 0.21
7 N -2.53 2.94 1.35
8 C 0.25 3.32 3.33
9 C 1.35 3.96 3.92
10 C 2.18 3.27 4.81
11 C 1.92 1.94 5.13
12 C 0.83 1.28 4.55
13 C 0.00 1.98 3.67
14 C 0.59 -0.12 4.86
15 N 0.82 -0.83 5.94
16 N 0.43 -2.13 5.65
17 C 0.04 -2.13 4.39
18 O 0.10 -0.88 3.83
19 C -0.41 -3.21 3.53
20 C -0.93 -4.39 4.08
21 C -1.36 -5.42 3.25
22 C -1.26 -5.30 1.86
23 C -0.73 -4.14 1.28
24 C -0.57 -4.04 -0.22
25 N -1.06 -2.78 -0.76
26 C -0.33 -1.67 -1.06
27 N -1.12 -0.73 -1.51
28 C -2.35 -1.34 -1.50
29 N -2.36 -2.60 -1.07
30 C -0.30 -3.11 2.13
31 H -1.50 4.52 3.01
32 H -0.14 4.94 1.95
33 H 0.44 3.06 0.00
34 H -3.53 1.79 -0.11
35 H 1.57 5.00 3.70
36 H 3.03 3.78 5.26
37 H 2.58 1.42 5.82
38 H -0.87 1.47 3.25
39 H -1.02 -4.50 5.16
40 H -1.78 -6.33 3.68
41 H -1.60 -6.12 1.23
42 H -1.11 -4.84 -0.74
43 H 0.49 -4.13 -0.48
44 H 0.74 -1.60 -0.92
45 H -3.25 -0.85 -1.83
46 H 0.13 -2.20 1.71
47 O 1.91 0.69 -8.70
48 C 1.58 -0.31 -7.99
49 O 1.69 -1.53 -8.35
50 C 1.01 -0.05 -6.61
51 C 0.64 -1.13 -5.79
52 C 0.13 -0.87 -4.53
53 N -0.05 0.36 -4.02
54 C 0.31 1.43 -4.80
55 C 0.84 1.24 -6.09
56 C 0.12 2.87 -4.25
57 O 0.46 3.85 -5.00
58 O -0.36 3.01 -3.07
59 H 0.76 -2.15 -6.15
60 H -0.17 -1.69 -3.88
61 H 1.11 2.11 -6.69
62 O 2.64 2.22 0.01
63 Cl 2.48 1.12 -0.93
64 O 2.68 -0.14 -0.25
65 O 3.45 1.26 -2.00
66 O 1.14 1.16 -1.49
67 H -2.42 1.27 -2.97

Energy (a.u.): -2863.52313
M (g mol⁻¹): 857.16
Lowest unoccupied orbital energy (spin up / spin down) (Eh): 0.130 / 0.130
Total charge: -2

Here are the Mulliken charges for atoms 1 to 5, given in e: 2.462 -1.329 0.970 -0.312 -0.228

***

No. 2
Density functional theory data (the ωB97M-V functional and the def2-TZVPD basis) for C27H20F4O4 in the gas phase at a distorted geometry.

Atoms and positions in Å:
1 F 3.08 -4.25 -1.88
2 C 3.58 -3.21 -1.11
3 C 4.74 -2.54 -1.55
4 C 5.19 -1.49 -0.73
5 F 6.37 -0.87 -1.05
6 C 4.50 -1.07 0.40
7 C 3.44 -1.86 0.88
8 C 2.85 -1.59 2.23
9 C 1.44 -1.90 2.39
10 C 0.65 -1.43 3.40
11 C -0.77 -1.58 3.53
12 C -1.49 -0.84 4.53
13 C -2.88 -0.93 4.57
14 F -3.53 -0.25 5.59
15 C -3.62 -1.74 3.72
16 C -2.91 -2.42 2.74
17 F -3.62 -3.25 1.89
18 C -1.51 -2.38 2.62
19 C 2.93 -2.87 0.07
20 H 5.25 -2.82 -2.46
21 H 4.82 -0.19 0.97
22 H 3.15 -0.58 2.63
23 H 0.97 -2.44 1.52
24 H 1.09 -0.80 4.16
25 H -0.96 -0.19 5.22
26 H -4.69 -1.86 3.85
27 H -0.98 -2.93 1.85
28 H 2.07 -3.48 0.36
29 C 5.07 -4.07 6.18
30 C 3.64 -4.09 5.71
31 C 2.72 -5.02 6.53
32 O 3.07 -2.78 5.73
33 C 3.44 -1.86 4.75
34 O 3.18 -0.65 4.96
35 C 4.04 -2.27 3.45
36 C 5.43 -1.69 3.23
37 C 6.47 -2.38 2.55
38 C 7.60 -1.70 2.04
39 C 7.81 -0.36 2.32
40 C 6.89 0.30 3.15
41 C 5.76 -0.38 3.66
42 C 4.02 -3.75 3.32
43 O 4.37 -4.32 2.29
44 O 3.54 -4.56 4.35
45 H 5.67 -3.41 5.57
46 H 5.08 -3.74 7.22
47 H 5.47 -5.08 6.17
48 H 1.70 -5.00 6.13
49 H 3.11 -6.05 6.50
50 H 2.71 -4.69 7.58
51 H 6.44 -3.47 2.40
52 H 8.33 -2.22 1.41
53 H 8.66 0.18 1.87
54 H 7.08 1.36 3.37
55 H 5.13 0.13 4.38

Energy (a.u.): -1741.26632
M (g mol⁻¹): 484.44
Lowest unoccupied orbital energy (Eh): -0.028
SMILES: CC1(C)OC(=O)C(c2ccccc2)([C@H](/C=C/c2cc(F)cc(F)c2)c2cc(F)cc(F)c2)C(=O)O1

Here are the natural (NBO) charges for atoms 1 to 5, given in e: -0.330 0.429 -0.344 0.418 -0.328

***

No. 3
Density functional theory data (the ωB97M-V functional and the def2-TZVPD basis) for a molecular structure, C27H20FN3O4 at a distorted geometry.

Atoms and positions in Å:
1 O 0.65 -0.32 -3.79
2 C 1.35 -0.84 -2.98
3 N 2.35 -1.75 -3.37
4 H 2.88 -2.24 -2.87
5 C 2.22 -2.09 -5.02
6 C 1.99 -3.48 -5.25
7 C 0.83 -3.93 -5.50
8 C 0.81 -5.56 -5.43
9 C 2.18 -5.79 -5.31
10 O 2.85 -4.49 -5.10
11 H 2.93 -6.75 -5.22
12 H 0.12 -6.37 -5.62
13 H -0.37 -3.44 -5.50
14 H 3.55 -2.07 -5.23
15 H 1.69 -1.51 -5.51
16 C 1.51 -0.63 -1.70
17 C 0.16 -0.13 -1.13
18 C 0.13 0.03 0.24
19 C 1.20 -0.24 1.25
20 C 2.57 -0.55 0.53
21 C 2.48 -0.89 -0.85
22 H 3.71 -1.12 -1.30
23 H 3.40 -0.70 1.24
24 C 1.36 0.09 2.51
25 O 2.00 -0.33 3.40
26 N -0.09 0.47 3.09
27 C -1.30 0.77 2.15
28 O -2.20 0.90 2.86
29 N -1.00 0.41 0.80
30 C -2.29 0.70 0.14
31 C -2.45 1.99 -0.12
32 C -1.56 2.68 -0.93
33 C -1.57 4.10 -1.11
34 C -2.79 4.88 -0.84
35 C -3.72 4.18 -0.12
36 C -3.46 2.70 0.37
37 H -4.49 2.20 0.82
38 H -4.35 4.81 0.27
39 H -2.75 5.83 -0.98
40 F -0.45 4.64 -1.86
41 H -0.49 2.42 -1.22
42 H -2.88 0.33 0.68
43 H -2.29 0.01 -0.87
44 C -0.23 0.79 4.30
45 C 0.53 1.61 4.94
46 C 0.34 2.09 6.44
47 C -0.45 1.33 7.13
48 C -1.21 0.35 6.57
49 C -1.07 -0.19 5.27
50 H -1.47 -0.97 4.65
51 H -1.81 -0.50 7.20
52 H -0.53 1.33 8.23
53 H 0.88 2.77 6.99
54 H 1.20 2.49 4.38
55 H -0.59 -0.01 -1.69

Energy (a.u.): -1605.28028
M (g mol⁻¹): 469.47
Lowest unoccupied orbital energy (Eh): -0.059

Here are the natural (NBO) charges for atoms 1 to 5, given in e: -0.587 0.606 -0.583 0.366 -0.147

***

No. 4
Density functional theory data (the ωB97M-V functional and the def2-TZVPD basis) for C27H20FN3O4S in the gas phase.

Atoms and positions in Å:
1 O -0.87 0.60 3.14
2 C -0.69 -0.06 2.14
3 N -0.34 0.45 0.92
4 C -0.15 1.78 0.55
5 C 0.20 2.05 -0.78
6 C 0.40 3.35 -1.18
7 C 0.26 4.41 -0.31
8 C -0.09 4.15 1.01
9 C -0.30 2.85 1.44
10 H -0.57 2.65 2.46
11 H -0.20 4.96 1.71
12 H 0.44 5.41 -0.66
13 S 0.80 3.64 -2.90
14 O 1.44 4.91 -3.03
15 O 1.43 2.47 -3.44
16 N -0.77 3.71 -3.53
17 H -1.10 4.67 -3.47
18 C -0.90 3.19 -4.89
19 C -0.16 4.03 -5.88
20 C 1.11 3.95 -6.35
21 C 1.30 5.07 -7.19
22 C 0.12 5.75 -7.16
23 O -0.77 5.14 -6.37
24 H -0.19 6.66 -7.64
25 H 2.18 5.33 -7.74
26 H 1.83 3.18 -6.11
27 H -1.96 3.15 -5.13
28 H -0.47 2.19 -4.87
29 H 0.34 1.26 -1.50
30 H -0.17 -0.22 0.17
31 C -0.77 -1.55 2.13
32 C -0.04 -2.25 3.06
33 C -0.07 -3.66 3.06
34 N -0.79 -4.34 2.20
35 C -1.55 -3.69 1.30
36 C -2.33 -4.46 0.42
37 C -3.14 -3.85 -0.50
38 C -3.21 -2.45 -0.57
39 C -2.45 -1.68 0.27
40 C -1.59 -2.27 1.21
41 H -2.53 -0.60 0.22
42 H -3.87 -1.99 -1.28
43 H -3.74 -4.44 -1.17
44 H -2.28 -5.54 0.51
45 C 0.71 -4.44 4.03
46 C 0.30 -5.74 4.34
47 C 0.99 -6.51 5.24
48 C 2.12 -5.98 5.84
49 C 2.57 -4.70 5.55
50 C 1.86 -3.94 4.64
51 H 2.22 -2.95 4.40
52 H 3.46 -4.33 6.02
53 F 2.81 -6.73 6.72
54 H 0.68 -7.52 5.49
55 H -0.59 -6.12 3.85
56 H 0.53 -1.70 3.79

Energy (a.u.): -2004.18652
M (g mol⁻¹): 501.54
Lowest unoccupied orbital energy (Eh): -0.017
SMILES: O=C(Nc1cccc(S(=O)(=O)NCc2ccco2)c1)c1cc(-c2ccc(F)cc2)nc2ccccc12

Here are the natural (NBO) charges for atoms 1 to 5, given in e: -0.579 0.662 -0.599 0.142 -0.172

***

No. 5
Density functional theory data (the ωB97M-V functional and the def2-TZVPD basis) for a molecular structure, C27H20IN4Zr.

Atoms and positions in Å:
1 Zr -1.37 -1.52 0.19
2 C 0.01 -1.74 2.57
3 C -1.20 -1.15 2.93
4 C -2.40 -1.85 2.73
5 C -2.38 -3.14 2.20
6 C -1.16 -3.73 1.82
7 C 0.03 -3.03 2.03
8 H 0.94 -1.21 2.73
9 H -1.22 -0.16 3.35
10 H -3.34 -1.41 3.03
11 H -3.29 -3.71 2.10
12 H -1.14 -4.74 1.43
13 H 0.98 -3.49 1.77
14 N 5.50 6.09 1.22
15 C 4.73 5.25 1.06
16 C 3.78 4.20 0.86
17 C 2.78 3.98 1.82
18 C 1.85 2.98 1.61
19 C 1.92 2.17 0.47
20 C 2.93 2.39 -0.47
21 C 3.84 3.41 -0.29
22 C 0.94 1.11 0.27
23 C 1.40 -0.19 -0.08
24 C 2.73 -0.64 -0.11
25 C 2.73 -1.97 -0.56
26 C 1.41 -2.31 -0.77
27 N 0.57 -1.26 -0.49
28 C -0.43 1.43 0.41
29 C -1.00 2.69 0.52
30 C -2.40 2.55 0.60
31 C -2.66 1.21 0.51
32 N -1.49 0.49 0.38
33 H 2.75 4.58 2.71
34 H 1.10 2.80 2.37
35 H 2.97 1.80 -1.38
36 H 4.60 3.61 -1.03
37 H 3.59 -0.06 0.16
38 H 3.58 -2.60 -0.72
39 H 1.02 -3.25 -1.14
40 H -0.47 3.63 0.51
41 H -3.13 3.34 0.68
42 H -3.62 0.72 0.53
43 I -4.19 -2.34 -0.69
44 C -3.05 -1.87 -2.39
45 C -3.58 -1.87 -3.66
46 C -2.71 -1.54 -4.69
47 C -1.39 -1.22 -4.40
48 C -0.96 -1.24 -3.09
49 N -1.79 -1.57 -2.07
50 H -4.61 -2.13 -3.84
51 H -3.06 -1.53 -5.71
52 H -0.69 -0.95 -5.18
53 H 0.05 -0.99 -2.82

Energy above the lowest of the compared OMol25 structures with the same formula, charge and spin (kcal/mol): 0.5
Energy (a.u.): -1603.71119
M (g mol⁻¹): 618.61
Lowest unoccupied orbital energy (Eh): -0.409
Total charge: +3

Here are the natural (NBO) charges for atoms 1 to 5, given in e: 2.130 -0.225 -0.136 -0.262 -0.206

***

No. 6
Density functional theory data (the ωB97M-V functional and the def2-TZVPD basis) for a molecular structure, C27H20IrN5O2P.

Atoms and positions in Å:
1 Ir -0.55 -0.06 -0.26
2 C 4.86 2.56 -0.67
3 C 4.83 1.43 -1.47
4 C 3.89 0.44 -1.25
5 C 2.97 0.59 -0.22
6 C 3.00 1.73 0.59
7 C 3.95 2.71 0.36
8 P 1.67 -0.62 0.06
9 C 2.17 -2.19 -0.66
10 C 2.90 -3.11 0.07
11 C 3.29 -4.31 -0.52
12 C 2.95 -4.57 -1.84
13 C 2.22 -3.65 -2.57
14 C 1.82 -2.46 -1.99
15 C 1.20 -0.77 1.78
16 C 1.82 -1.08 2.99
17 C 1.02 -1.12 4.12
18 C -0.34 -0.85 4.03
19 C -0.95 -0.52 2.83
20 C -0.16 -0.48 1.68
21 H 5.60 3.33 -0.85
22 H 5.55 1.31 -2.27
23 H 3.88 -0.45 -1.87
24 H 2.29 1.84 1.40
25 H 3.98 3.59 0.99
26 H 3.17 -2.91 1.10
27 H 3.86 -5.03 0.05
28 H 3.26 -5.50 -2.29
29 H 1.95 -3.87 -3.60
30 H 1.24 -1.75 -2.56
31 H 2.88 -1.28 3.05
32 H 1.46 -1.36 5.08
33 H -0.95 -0.90 4.93
34 H -2.01 -0.31 2.80
35 O -0.17 1.83 0.16
36 N -0.05 2.70 -0.79
37 C -0.21 2.32 -2.02
38 C -0.54 0.96 -2.31
39 N -0.85 -0.14 -2.57
40 C -0.07 3.29 -3.07
41 N 0.03 4.06 -3.91
42 N -7.33 2.22 0.57
43 C -6.88 1.00 0.17
44 O -7.60 0.07 -0.10
45 C -5.38 0.84 0.07
46 C -4.47 1.57 0.82
47 C -3.12 1.30 0.69
48 N -2.66 0.36 -0.14
49 C -3.54 -0.35 -0.87
50 C -4.90 -0.15 -0.78
51 H -8.33 2.36 0.58
52 H -6.74 3.03 0.57
53 H -4.79 2.33 1.52
54 H -2.38 1.85 1.26
55 H -3.12 -1.08 -1.54
56 H -5.59 -0.75 -1.35

Energy above the lowest of the compared OMol25 structures with the same formula, charge and spin (kcal/mol): 0.0
Energy (a.u.): -1910.56021
M (g mol⁻¹): 669.68
Lowest unoccupied orbital energy (Eh): -0.168
Total charge: +1

Here are the natural (NBO) charges for atoms 1 to 5, given in e: 0.837 -0.173 -0.202 -0.199 -0.329

***

No. 7
Density functional theory data (the ωB97M-V functional and the def2-TZVPD basis) for a molecular structure, C27H20N7O2S3SeTeTi at a distorted geometry.

Atoms and positions in Å:
1 Ti 0.14 -0.08 1.00
2 O 3.02 -2.70 2.46
3 C 2.04 -2.05 2.18
4 N 1.75 -1.40 1.01
5 C 2.37 -1.74 -0.16
6 O 3.24 -2.57 -0.35
7 C 1.79 -1.01 -1.35
8 C 2.26 -1.28 -2.62
9 C 1.69 -0.63 -3.69
10 C 0.67 0.29 -3.46
11 C 0.26 0.51 -2.16
12 N 0.80 -0.14 -1.13
13 C 0.89 -1.99 3.17
14 C 1.05 -2.51 4.44
15 C -0.04 -2.50 5.29
16 C -1.25 -1.99 4.84
17 C -1.31 -1.47 3.56
18 N -0.26 -1.46 2.74
19 H 3.06 -2.00 -2.73
20 H 2.03 -0.82 -4.70
21 H 0.20 0.83 -4.27
22 H -0.53 1.21 -1.92
23 H 2.02 -2.90 4.72
24 H 0.05 -2.90 6.29
25 H -2.12 -1.97 5.47
26 H -2.22 -1.02 3.17
27 Se -6.31 0.25 -3.27
28 N -5.65 1.29 -1.95
29 C -4.62 0.67 -1.45
30 C -3.81 1.18 -0.36
31 C -4.09 2.38 0.29
32 C -3.27 2.81 1.32
33 C -2.14 2.04 1.64
34 N -1.85 0.91 1.04
35 C -2.68 0.43 0.06
36 C -2.38 -0.83 -0.49
37 N -1.29 -1.49 0.01
38 C -1.02 -2.70 -0.46
39 C -1.77 -3.33 -1.45
40 C -2.84 -2.65 -2.00
41 C -3.17 -1.38 -1.54
42 C -4.28 -0.62 -2.05
43 N -5.06 -1.02 -3.03
44 H -4.95 2.95 -0.02
45 H -3.45 3.73 1.84
46 H -1.43 2.37 2.39
47 H -0.15 -3.18 -0.03
48 H -1.49 -4.32 -1.78
49 H -3.44 -3.08 -2.80
50 S 2.35 3.75 2.79
51 C 1.52 2.47 2.20
52 S 0.93 1.14 3.14
53 S 1.14 2.23 0.52
54 C 5.54 2.31 -2.94
55 Te 3.92 2.03 -1.54
56 C 4.15 3.98 -0.70
57 H 6.42 2.65 -2.41
58 H 5.27 3.04 -3.71
59 H 5.76 1.36 -3.41
60 H 3.88 4.75 -1.42
61 H 5.18 4.11 -0.38
62 H 3.49 4.05 0.17

Energy above the lowest of the compared OMol25 structures with the same formula, charge and spin (kcal/mol): 0.0
Energy (a.u.): -6288.40839
M (g mol⁻¹): 825.13
Lowest unoccupied orbital energy (spin up / spin down) (Eh): 0.059 / 0.069
Total charge: -1
2S+1: 3

Here are the natural (NBO) charges for atoms 1 to 5, given in e: 1.293 -0.553 0.664 -0.802 0.655

***

No. 8
Density functional theory data (the ωB97M-V functional and the def2-TZVPD basis) for a molecular structure, C27H21AsBF2N4O2SSeSr.

Atoms and positions in Å:
1 Sr 0.03 0.35 -0.18
2 S -2.41 -1.31 0.08
3 C -3.47 -0.83 1.38
4 C -4.86 -0.85 1.21
5 C -5.72 -0.53 2.25
6 C -5.23 -0.17 3.50
7 C -3.85 -0.14 3.69
8 C -2.99 -0.46 2.65
9 As -1.06 -0.37 2.81
10 C -0.61 -2.27 2.94
11 C 0.72 -2.63 2.75
12 C 1.11 -3.96 2.79
13 C 0.16 -4.95 3.01
14 C -1.17 -4.59 3.19
15 C -1.55 -3.26 3.15
16 C -0.88 0.11 4.71
17 C -0.54 -0.81 5.70
18 C -0.39 -0.39 7.02
19 C -0.59 0.94 7.36
20 C -0.93 1.85 6.37
21 C -1.07 1.45 5.05
22 H -5.25 -1.13 0.24
23 H -6.79 -0.56 2.08
24 H -5.90 0.08 4.31
25 H -3.46 0.15 4.66
26 H 1.47 -1.86 2.56
27 H 2.15 -4.23 2.62
28 H 0.46 -5.99 3.02
29 H -1.92 -5.36 3.34
30 H -2.60 -2.99 3.27
31 H -0.39 -1.85 5.45
32 H -0.13 -1.12 7.78
33 H -0.48 1.26 8.39
34 H -1.09 2.89 6.63
35 H -1.35 2.16 4.29
36 F 2.85 -2.21 -0.71
37 B 1.55 -1.99 -1.18
38 F 1.22 -3.08 -1.92
39 Se 2.28 4.54 0.72
40 N 3.96 4.08 1.10
41 C 3.97 2.76 1.15
42 C 5.11 1.94 1.41
43 C 4.92 0.60 1.38
44 C 3.63 0.04 1.09
45 N 2.56 0.74 0.87
46 C 2.71 2.10 0.89
47 N 1.69 2.89 0.64
48 H 6.07 2.39 1.61
49 H 5.74 -0.08 1.56
50 H 3.51 -1.04 1.03
51 O -0.69 2.20 -1.71
52 C -1.28 2.82 -0.81
53 C -1.75 4.26 -0.97
54 C -2.28 4.59 0.42
55 C -2.02 3.29 1.22
56 O -2.24 3.19 2.41
57 N -1.53 2.31 0.40
58 H -2.51 4.30 -1.75
59 H -0.92 4.88 -1.30
60 H -3.34 4.81 0.46
61 H -1.75 5.41 0.91

Energy above the lowest of the compared OMol25 structures with the same formula, charge and spin (kcal/mol): 0.0
Energy (a.u.): -6701.93904
M (g mol⁻¹): 755.87
Lowest unoccupied orbital energy (Eh): 0.016
Total charge: -1

Here are the natural (NBO) charges for atoms 1 to 5, given in e: 1.623 -0.524 -0.129 -0.248 -0.211